Entry 1:
C6H10N2OS2 | wB97M-V/def2-TZVPD

Energy above the lowest of the compared OMol25 structures with the same formula, charge and spin, eV: 4.2630
Electronic energy, Ha: -1215.557515
Gap between HOMO and LUMO, eV: 9.78
LUMO level, eV: 0.31

Geometry as ORCA input:
```
! wB97M-V def2-TZVPD RIJCOSX def2/J DEFGRID3
* xyz 0 1
S -2.5262 -0.7210 -1.4710
S -0.3513 -0.9542 -1.6933
O -0.1895 -1.0635 -3.1233
N -0.2040 -1.1504 1.3090
N 0.2089 0.6342 -1.3687
C 0.8688 -0.3941 0.8226
C -0.3008 1.7452 -2.1294
C -0.2416 -2.3508 1.3817
C 1.6557 0.2819 3.3111
C 0.2343 0.8318 0.0720
C 1.4096 0.0822 2.1384
H -0.7539 1.0222 0.5572
H 0.8814 1.8076 0.2671
H -0.7511 1.4831 -3.0518
H -1.3183 2.1813 -1.7641
H -1.0752 -2.6912 2.0276
H 0.6139 -3.0806 1.0814
H 0.5795 2.3463 -2.2727
H 1.8121 0.5296 4.2967
H -2.2827 0.2529 -0.6266
H 1.7305 -0.7926 0.2361
*
```

Atom charges from the Löwdin analysis, given in e for atoms 1 to 8: number 1, S, carries 0.465; number 2, S, carries 0.662; number 3, O, carries -0.524; number 4, N, carries -0.063; number 5, N, carries -0.423; number 6, C, carries -0.408; number 7, C, carries -0.136; number 8, C, carries -0.073

Entry 2:
C14H15ClN2O3S | wB97M-V/def2-TZVPD

SMILES: CCOc1ccc(C)cc1S(=O)(=O)Nc1ccc(Cl)cn1
Energy above the lowest of the compared OMol25 structures with the same formula, charge and spin, eV: 0.6202
Electronic energy, Ha: -1736.089525
Gap between HOMO and LUMO, eV: 9.18
LUMO level, eV: 0.52

Geometry as ORCA input:
```
! wB97M-V def2-TZVPD RIJCOSX def2/J DEFGRID3
* xyz 0 1
Cl -6.8210 0.3583 0.1074
S -0.1094 1.5169 0.4483
O -0.0153 2.9219 0.1933
O -0.6012 1.1184 1.7321
O 0.3766 -1.2880 0.2789
N -3.0753 -0.3425 -0.9281
N -1.0989 0.8358 -0.7657
C 3.9160 -0.4270 -0.2302
C 5.0575 1.8004 -0.4514
C 1.4698 0.7537 0.1148
C 1.5496 -0.6388 0.1291
C -5.1207 0.5492 -0.1205
C -4.3805 -0.4411 -0.7425
C -1.1141 -3.0841 0.6024
C 0.3404 -2.7039 0.3767
C 3.8331 0.9609 -0.2580
C -2.4539 0.7576 -0.5164
C 2.5836 1.5417 -0.0751
C -4.4749 1.7010 0.3219
C -3.1173 1.8144 0.1155
C 2.8007 -1.2255 -0.0438
H -1.4640 -2.6493 1.5343
H 2.9097 -2.2985 -0.0336
H 4.7880 2.8112 -0.7433
H -4.8425 -1.3512 -1.0992
H 4.8784 -0.9003 -0.3609
H -1.2146 -4.1646 0.6472
H 0.7199 -3.1515 -0.5523
H 0.9652 -3.0391 1.2139
H 2.4480 2.6119 -0.0760
H 5.7038 1.3704 -1.2134
H -1.7291 -2.6936 -0.2048
H -2.5577 2.6790 0.4302
H -5.0317 2.4842 0.8128
H -0.7433 -0.0406 -1.1214
H 5.6249 1.8530 0.4776
*
```

Atom charges from the Löwdin analysis, given in e for atoms 1 to 8: number 1, Cl, carries 0.665; number 2, S, carries 0.702; number 3, O, carries -0.286; number 4, O, carries -0.262; number 5, O, carries -0.089; number 6, N, carries 0.127; number 7, N, carries -0.022; number 8, C, carries -0.023

Entry 3:
C13H22BBrN | wB97M-V/def2-TZVPD

Electronic energy, Ha: -3162.242400
Gap between HOMO and LUMO, eV: 7.12
LUMO level, eV: 3.12

Geometry as ORCA input:
```
! wB97M-V def2-TZVPD RIJCOSX def2/J DEFGRID3
* xyz -1 1
Br 1.7094 -1.8989 -2.4842
N 0.5691 1.6184 -0.1880
C -2.9567 -0.0258 -0.2561
C -3.1315 1.5361 2.0082
C -0.4101 0.0259 -2.1075
C -4.2801 0.9096 1.5297
C -1.0134 -2.4587 -1.8749
C 2.0150 1.4539 -0.2896
C -1.9141 1.3575 1.3641
C 4.0931 -0.9224 1.9196
C -1.7729 0.5670 0.2117
C 2.6599 1.0107 1.0316
C 2.7720 -0.5060 1.2652
C -4.1833 0.1308 0.3816
C -0.1988 -1.4033 -2.5990
B -0.2964 0.3569 -0.4782
H 3.6662 1.4440 1.0968
H 3.9964 -1.8722 2.4507
H 0.2330 -0.6017 0.0859
H 2.0713 1.4628 1.8338
H -1.3909 0.3254 -2.5057
H -5.2361 1.0330 2.0251
H -2.9329 -0.6349 -1.1525
H -0.6775 -3.4667 -2.1242
H 2.3035 0.7281 -1.0676
H -1.0335 1.8583 1.7497
H 4.8714 -1.0584 1.1645
H 2.4651 2.4093 -0.5832
H 0.3213 0.6523 -2.6328
H -0.9530 -2.3196 -0.7969
H -3.1904 2.1594 2.8941
H 1.9325 -0.8501 1.8702
H 2.6663 -1.0151 0.3064
H -0.3915 -1.4821 -3.6702
H 4.4432 -0.1736 2.6331
H 0.2963 2.3751 -0.8055
H -5.0646 -0.3585 -0.0219
H -2.0576 -2.3665 -2.1841
*
```

Atom charges from the Löwdin analysis, given in e for atoms 1 to 8: number 1, Br, carries 0.626; number 2, N, carries -0.028; number 3, C, carries -0.080; number 4, C, carries -0.121; number 5, C, carries -0.213; number 6, C, carries -0.141; number 7, C, carries -0.171; number 8, C, carries -0.285

Entry 4:
C6H15NO3 | wB97M-V/def2-TZVPD

SMILES: CN/C=C/CCC=O.O.O
Energy above the lowest of the compared OMol25 structures with the same formula, charge and spin, eV: 2.0541
Electronic energy, Ha: -518.044712
Gap between HOMO and LUMO, eV: 8.95
LUMO level, eV: 0.47

Geometry as ORCA input:
```
! wB97M-V def2-TZVPD RIJCOSX def2/J DEFGRID3
* xyz 0 1
O -3.5090 2.3620 0.5407
O 3.8569 -1.7982 -1.5414
O 2.2117 -2.7016 1.7507
N 1.4243 0.7903 0.9277
C -0.7621 -0.0570 0.1439
C -3.1745 0.2606 -0.5442
C -2.2014 -0.3123 0.4926
C 1.9420 0.9463 -0.4252
C 0.0706 0.4793 1.0400
C -3.3458 1.7427 -0.4760
H -2.4705 0.0637 1.4857
H 3.0216 0.9420 -0.4137
H -0.3395 0.6804 2.0250
H 3.1534 -1.9601 -2.1823
H -0.4440 -0.3100 -0.8623
H -2.8889 -0.0277 -1.5559
H 1.5665 -2.0494 1.4460
H -2.4157 -1.3741 0.6329
H 1.6037 0.0984 -1.0141
H 3.9721 -0.8444 -1.5309
H -4.1557 -0.2027 -0.4281
H -3.3416 2.2768 -1.4485
H 3.0368 -2.4228 1.3415
H 1.5484 1.8372 -0.9185
H 1.6407 1.5804 1.5145
*
```

Atom charges from the Löwdin analysis, given in e for atoms 1 to 8: number 1, O, carries 0.057; number 2, O, carries -0.053; number 3, O, carries -0.064; number 4, N, carries -0.081; number 5, C, carries -0.117; number 6, C, carries -0.171; number 7, C, carries -0.215; number 8, C, carries -0.110

Entry 5:
C21H30F5N9OSeZr | wB97M-V/def2-TZVPD

Electronic energy, Ha: -4334.113838
Gap between HOMO and LUMO, eV: 6.77
LUMO level, eV: -0.17

Geometry as ORCA input:
```
! wB97M-V def2-TZVPD RIJCOSX def2/J DEFGRID3
* xyz 0 1
Zr 0.3259 -0.1520 0.1792
Se 1.6894 -2.2137 -0.1852
F 2.3599 0.1403 2.1824
F 2.5323 1.9140 -2.1710
F 5.0726 0.2345 2.3083
F 6.4727 1.0779 0.1552
F 5.1796 1.8996 -2.0686
O -0.0800 -0.6345 -2.5700
N -0.2609 1.7302 -1.2894
N -0.9174 -1.3443 -4.5557
N 0.0492 1.8316 1.7703
N 1.3170 -1.6868 -4.0619
N -0.7170 0.6975 6.0738
N -0.2951 -0.9201 2.1316
N 1.1780 -3.4210 5.5871
N -1.3796 -1.7872 -0.2699
N -2.2328 0.7720 0.4628
C 0.1095 -1.2743 4.6148
C 1.4277 -2.7939 -5.0091
C 4.4292 0.6120 1.2076
C 2.3303 0.9871 0.0144
C 0.1283 -1.1766 -3.6740
C -0.3286 -0.1999 5.4589
C 4.4816 1.4600 -1.0180
C -0.7324 -1.0825 -5.9834
C 2.5696 -1.3226 -3.4037
C 0.7076 -2.4625 5.1481
C 3.0635 0.5910 1.1129
C 5.1462 1.0339 0.1090
C -2.8222 -1.5888 -0.0264
C -0.0860 -1.0975 3.2622
C -2.3913 1.8620 1.4536
C -1.2563 1.9422 2.4532
C -2.2612 -1.0754 -4.0710
C -2.6143 1.2414 -0.8797
C -3.0628 -0.3793 0.8574
C -1.6263 2.2580 -1.4102
C 3.1065 1.4378 -1.0245
H -3.3309 1.7408 1.9965
H -1.3500 2.8728 3.0078
H -0.9731 -2.4321 0.3861
H -2.6185 0.3870 -1.5556
H -0.1123 1.0644 -2.0458
H -3.3353 -1.4675 -0.9768
H -4.1262 -0.1149 0.8212
H -2.9761 -1.5921 -4.7136
H -3.6224 1.6705 -0.8757
H -2.4964 -0.0047 -4.0855
H -1.3343 1.1448 3.1778
H -1.8857 2.4941 -2.4415
H 0.4301 2.4484 -1.4301
H 0.7753 1.7192 2.4670
H -3.2709 -2.4512 0.4572
H -1.2813 -0.1789 -6.2637
H 2.0532 -3.5644 -4.5586
H 0.4530 -3.2224 -5.2167
H 0.2662 2.6854 1.2796
H 0.3160 -0.9180 -6.2135
H 3.2853 -0.9885 -4.1609
H 2.3915 -0.5384 -2.6951
H -2.3805 -1.4452 -3.0582
H -2.8160 -0.6224 1.8845
H 2.9736 -2.1735 -2.8568
H -1.1684 -2.1905 -1.1659
H -1.6912 3.1870 -0.8512
H -1.1018 -1.9088 -6.5940
H -2.4649 2.8112 0.9258
H 1.8939 -2.4845 -5.9469
*
```

Atom charges from the Löwdin analysis, given in e for atoms 1 to 8: number 1, Zr, carries 1.255; number 2, Se, carries 0.094; number 3, F, carries 0.008; number 4, F, carries 0.033; number 5, F, carries 0.131; number 6, F, carries 0.133; number 7, F, carries 0.114; number 8, O, carries -0.103

Entry 6:
C7H13NO | wB97M-V/def2-TZVPD

SMILES: C=C(C)C#N.CC(C)O
Energy above the lowest of the compared OMol25 structures with the same formula, charge and spin, eV: 2.9382
Electronic energy, Ha: -404.419487
Gap between HOMO and LUMO, eV: 9.24
LUMO level, eV: 0.33

Geometry as ORCA input:
```
! wB97M-V def2-TZVPD RIJCOSX def2/J DEFGRID3
* xyz 0 1
O 0.2729 -2.1534 -0.7757
N 2.1958 1.9393 1.5918
C 0.6352 1.3665 -0.5553
C -1.7494 -1.4421 0.3731
C -0.2435 -1.3584 0.2342
C 0.5497 -1.5126 1.4973
C 1.2667 1.0964 -1.7138
C 1.5429 1.5639 0.7208
C -0.5750 2.2621 -0.4835
H -0.1915 -1.9599 -1.6053
H -0.0060 -0.1711 -0.1474
H -0.2891 3.3107 -0.3959
H 2.1543 0.4844 -1.7351
H -1.1841 2.1466 -1.3794
H 0.8502 1.3941 -2.6623
H -2.2458 -1.1596 -0.5564
H -2.0400 -2.4642 0.6175
H -1.1688 2.0087 0.3929
H -2.0921 -0.7917 1.1746
H 1.4599 -2.0747 1.3169
H 0.8833 -0.4857 1.8119
H -0.0258 -1.9992 2.2792
*
```

Atom charges from the Löwdin analysis, given in e for atoms 1 to 8: number 1, O, carries -0.027; number 2, N, carries 0.144; number 3, C, carries -0.388; number 4, C, carries -0.054; number 5, C, carries -0.538; number 6, C, carries -0.039; number 7, C, carries 0.052; number 8, C, carries -0.171